ORCA calculation (ωB97M-V/def2-TZVPD) on a molecular structure, C26H32ClN4O7Pd.

```
71
C26H32ClN4O7Pd, DFT ωB97M-V/def2-TZVPD
H 2.02 -1.66 -5.14
H -1.43 -5.79 2.36
O 0.76 -1.37 3.28
O 0.56 -2.26 -1.10
O 1.98 -1.36 1.39
H 3.34 -2.56 -3.21
H -0.97 -7.03 0.07
Pd -1.02 -0.87 0.17
H 0.06 4.07 2.57
H 0.25 -5.85 1.76
O -1.93 -2.18 -1.68
C -3.45 -0.28 0.53
H 4.13 1.84 2.99
H -3.98 -1.19 0.31
H -1.81 5.53 3.20
C 0.38 -2.02 -2.30
H -3.01 -3.91 -1.44
C 3.64 4.71 1.28
H -1.97 -6.18 -1.09
H -1.47 3.84 -1.43
C -0.68 4.33 1.83
H 4.10 5.68 1.11
C 1.83 3.17 0.90
H 1.27 3.40 -1.82
H 1.94 5.14 0.05
C 0.47 1.50 -1.76
H -3.51 0.21 1.49
H -3.52 6.16 1.52
C -1.74 5.16 2.18
H 0.34 -2.15 -5.01
O -1.64 -2.86 0.91
C 2.45 2.25 1.73
H 3.14 -0.81 -2.98
H -0.45 -4.30 2.29
H 5.20 4.03 2.59
O 0.59 1.11 -2.89
C -1.97 -3.56 -1.35
H -1.25 -0.83 -3.04
C 0.00 1.47 0.42
N 1.36 -1.87 -3.19
C -0.59 -1.26 3.77
C 4.26 3.79 2.12
H -0.19 -6.03 -1.16
C 0.95 -1.36 1.98
Cl -3.14 0.74 -0.78
C -0.58 3.85 0.53
C 2.74 -1.79 -2.73
H -1.30 -1.49 2.97
C 0.53 2.87 0.17
C -1.06 -6.11 -0.50
H 0.81 -0.46 -4.64
C -2.60 5.03 -0.05
H 2.00 1.28 1.93
N 0.74 2.75 -1.27
N -1.11 -4.99 0.43
N 0.01 0.74 -0.67
H -0.69 -1.97 4.58
C -2.70 5.51 1.24
H -1.30 -2.50 -3.63
H -3.34 5.31 -0.79
C -1.55 4.20 -0.41
H -0.73 -0.24 4.13
H -1.37 -4.14 -2.05
H 2.76 -1.93 -1.65
C 1.10 -1.51 -4.57
O -0.50 0.97 1.46
C 3.66 2.56 2.34
C -0.66 -5.25 1.80
C -1.53 -3.79 0.08
C -1.06 -1.87 -2.77
C 2.43 4.40 0.68
```

Results
E_LUMO (alpha / beta): -1.935 / -5.248 eV
Expectation value of S²: 6.01
HOMO-LUMO gap (alpha / beta): 9.020 / 6.000 eV
Multiplicity: 5
Charge: +1

The natural (NBO) scheme yields these atomic charges, measured in e: H 0.2256; H 0.2142; O -0.4954; O -0.7034; O -0.4866; H 0.2081; H 0.2333; Pd 1.2850; H 0.2200; H 0.2179; O -0.5371; C -0.5017; H 0.2215; H 0.2137; H 0.2218; C 0.6680; H 0.2255; C -0.2121; H 0.2128; H 0.2218; C -0.1538; H 0.2233; C -0.0503; H 0.4282; H 0.2095; C 0.7916; H 0.2241; H 0.2226; C -0.2142; H 0.2028; O -0.7284; C -0.2208; H 0.2162; H 0.2379; H 0.2235; O -0.6513; C -0.1602; H 0.2555; C 0.6781; N -0.3806; C -0.2497; C -0.2017; H 0.2166; C 0.6707; Cl 0.1398; C -0.0556; C -0.4213; H 0.1941; C 0.0289; C -0.4206; H 0.2421; C -0.1906; H 0.2235; N -0.6273; N -0.3790; N -0.7170; H 0.2032; C -0.2042; H 0.2095; H 0.2191; C -0.2265; H 0.2090; H 0.2116; H 0.2513; C -0.4255; O -0.6651; C -0.1839; C -0.4145; C 0.6999; C -0.1768; C -0.1668

ORCA calculation (ωB97M-V/def2-TZVPD) on a molecular structure, C26H32IrNO5S at a distorted geometry.

```
66
C26H32IrNO5S, DFT ωB97M-V/def2-TZVPD
C -1.35 -1.83 -0.66
C -0.59 3.07 -4.21
H -2.45 6.49 -0.13
C 2.55 -0.88 0.77
C -1.08 -2.34 0.65
H 1.66 -5.35 5.83
O -0.53 2.66 -1.80
C 3.47 -4.21 5.37
C 2.60 -1.30 -1.52
C 0.92 1.29 -3.12
C 2.09 -4.46 5.37
H 2.54 -1.16 -2.59
H 2.41 -0.38 1.73
C 3.97 -3.01 4.80
H 3.37 -3.42 -1.29
C 3.01 -2.22 0.58
C 3.03 -2.49 -0.83
H 0.93 0.57 -2.29
C -0.36 -3.57 0.53
H 1.06 0.74 -4.05
O -0.73 -4.83 3.70
H 1.74 1.99 -2.92
H -2.82 4.90 -3.50
O -1.14 -3.64 5.84
H -4.43 4.21 -3.10
H -1.37 -0.01 -2.96
H -2.23 1.82 -0.81
H 0.36 -4.67 -1.30
C -0.14 -3.81 -0.87
H -0.98 2.60 -5.12
C 3.10 -2.10 4.20
C -3.74 5.90 -1.84
H 4.17 -4.94 5.79
H -1.22 4.78 -1.16
C 1.25 -3.52 4.77
C 1.72 -2.36 4.19
H -1.26 3.89 -3.94
N -0.57 -2.28 3.69
H 0.40 3.47 -4.44
H -2.61 1.32 -3.15
H -2.06 3.76 0.11
H -1.38 -1.91 1.61
H -1.92 -0.93 -0.89
H 5.04 -2.78 4.85
C -0.73 -2.71 -1.61
H -3.35 6.80 -2.34
H -0.75 -2.60 -2.70
H -4.82 6.03 -1.69
C 2.28 -0.30 -0.52
H -0.73 0.79 -0.77
C 0.60 -1.58 3.57
C -3.49 4.60 -2.66
Ir 0.90 -2.01 -0.37
H 3.44 -1.18 3.71
H 1.95 0.72 -0.69
C -1.35 1.50 -1.35
H 3.31 -2.90 1.36
C -0.41 2.05 -3.11
H -0.07 -4.20 1.37
C -2.18 4.42 -0.77
H -3.80 5.38 0.25
C -3.04 5.64 -0.49
C -1.60 1.05 -2.78
O -2.84 3.63 -1.81
S -0.50 -3.67 4.54
O 0.75 -0.50 2.96
```

Results
E_LUMO (alpha / beta): -0.645 / -3.747 eV
Expectation value of S²: 6.04
HOMO-LUMO gap (alpha / beta): 3.756 / 4.609 eV
Multiplicity: 5
ΔE to the lowest compared entry with this formula, charge and spin: 117.25 kJ/mol

The natural (NBO) scheme yields these atomic charges, measured in e: C -0.2736; C -0.6338; H 0.2185; C -0.2611; C -0.2593; H 0.2234; O -0.5570; C -0.2983; C -0.2911; C -0.6322; C -0.1908; H 0.2630; H 0.3106; C -0.2018; H 0.2595; C -0.2302; C -0.3350; H 0.1993; C -0.2615; H 0.2071; O -0.9261; H 0.2200; H 0.1554; O -0.8893; H 0.1904; H 0.1866; H 0.2089; H 0.2624; C -0.3408; H 0.2160; C -0.2418; C -0.4321; H 0.2098; H 0.1843; C -0.3142; C -0.2215; H 0.2309; N -0.5444; H 0.2094; H 0.2290; H 0.1971; H 0.3030; H 0.2636; H 0.2099; C -0.2837; H 0.2088; H 0.2598; H 0.2106; C -0.3167; H 0.1709; C 0.3828; C -0.0721; Ir 1.0208; H 0.2069; H 0.2726; C -0.0799; H 0.2796; C 0.2796; H 0.2977; C -0.0679; H 0.2028; C -0.4346; C -0.4590; O -0.5576; S 2.2410; O -0.5847

ORCA calculation (ωB97M-V/def2-TZVPD) on C26H32N2O7 in the gas phase at a distorted geometry.

```
67
C26H32N2O7, DFT ωB97M-V/def2-TZVPD
C 3.64 -0.63 1.29
H -4.08 -1.29 3.05
H 7.38 -0.57 -2.97
H 6.54 0.94 -2.57
C -1.29 -1.97 -0.43
H -2.90 -3.47 3.28
O 4.37 2.25 -0.02
O 3.33 -1.38 2.20
C -3.12 1.44 0.50
H -3.29 -4.86 -2.14
H 4.21 3.18 -0.26
C -2.35 -2.56 3.03
H -1.36 -2.63 3.49
C 2.08 2.73 0.57
H -2.49 0.75 1.07
C 6.59 -1.71 -0.58
C -0.24 2.59 1.40
C 4.76 -0.91 0.41
H -4.20 3.54 -2.45
H -1.38 -3.37 -2.73
C -0.39 -1.00 1.59
C -3.44 0.82 -0.87
H -3.56 -4.06 -3.70
N -2.46 2.73 0.38
O 2.10 3.87 0.15
C 0.53 -0.28 0.84
H 1.28 0.11 -1.12
H -2.50 0.56 -1.39
C -3.54 2.92 -1.84
N 1.09 2.07 1.20
O -2.24 -2.79 -0.94
H -0.79 1.75 -0.51
H 5.67 -0.34 -3.41
C -1.05 2.64 0.08
C 3.23 1.79 0.50
H -4.19 3.79 0.01
H -4.05 1.59 1.05
C -0.35 -1.27 -1.16
H -2.58 -0.42 3.32
H 5.89 -2.51 1.38
H -4.04 -0.09 -0.75
C 1.45 0.70 1.52
H -0.73 3.52 -0.48
H -4.40 -3.49 -2.25
H -3.25 -1.42 4.61
C -3.24 3.59 -0.49
C 6.43 -0.14 -2.65
O 4.93 -0.24 -0.75
C -3.11 -1.34 3.53
H -2.71 4.53 -0.64
C 0.55 -0.43 -0.53
H 1.42 0.54 2.61
C -1.30 -1.85 0.98
H -0.17 3.59 1.82
C -2.32 -2.96 -2.34
H -2.50 -1.99 -2.83
O -4.20 1.69 -1.67
C -3.47 -3.91 -2.63
H -0.76 1.94 2.11
C 6.02 -0.72 -1.35
H -0.38 -0.89 2.67
O -2.24 -2.60 1.62
H 7.47 -2.26 -0.81
H -2.60 2.76 -2.40
C 2.88 0.60 1.04
C 5.77 -1.84 0.55
H -0.32 -1.37 -2.23
```

Results
E_LUMO: -0.080 eV
HOMO-LUMO gap: 7.886 eV
SMILES string: CCOc1ccc([C@H]2C(C(=O)c3ccc(C)o3)=C(O)C(=O)N2CCN2CCOCC2)cc1OCC
Multiplicity: 1
ΔE to the lowest compared entry with this formula, charge and spin: 0.00 kJ/mol

The natural (NBO) scheme yields these atomic charges, measured in e: C 0.5635; H 0.2171; H 0.2299; H 0.2331; C 0.2536; H 0.1953; O -0.6334; O -0.5594; C -0.2560; H 0.2155; H 0.5068; C -0.0638; H 0.1738; C 0.6073; H 0.2089; C -0.3337; C -0.2198; C 0.1092; H 0.1939; H 0.1711; C -0.3091; C -0.0955; H 0.2126; N -0.4546; O -0.6407; C -0.0356; H 0.2219; H 0.1624; C -0.0896; N -0.3991; O -0.4900; H 0.1870; H 0.2292; C -0.2304; C 0.2988; H 0.1974; H 0.1995; C -0.2825; H 0.2054; H 0.2389; H 0.1982; C -0.0501; H 0.2126; H 0.2154; H 0.2174; C -0.2395; C -0.6560; O -0.3835; C -0.6369; H 0.2029; C -0.2341; H 0.2261; C 0.3368; H 0.2220; C -0.0612; H 0.1720; O -0.5305; C -0.6167; H 0.2094; C 0.3339; H 0.2208; O -0.4954; H 0.2288; H 0.1569; C -0.2092; C -0.2023; H 0.2235

ORCA calculation (ωB97M-V/def2-TZVPD) on a molecular structure, C26H32N6O5STb at a distorted geometry.

```
71
C26H32N6O5STb, DFT ωB97M-V/def2-TZVPD
H 2.07 -0.42 3.97
C -2.66 3.40 -2.79
C 2.17 0.02 -1.64
H 5.79 3.11 0.50
C 6.48 1.17 1.02
N -1.89 -3.60 -0.81
O 8.72 0.66 1.01
H -1.00 -1.74 -5.04
C -2.50 -3.60 1.91
H -4.36 -4.48 1.36
H -2.46 4.82 -1.18
H -2.91 -1.67 -1.91
N -1.97 -0.35 0.56
N -2.21 -0.72 -3.68
H -3.62 -0.07 -2.27
C -1.09 -0.04 -3.04
C -0.91 0.95 3.58
C -0.60 1.86 2.38
H 6.94 -0.87 1.52
H -0.30 0.05 -3.80
C 6.14 -0.15 1.39
H 0.14 2.61 2.69
Tb 0.50 0.55 0.41
H -4.68 -1.09 2.00
C -1.03 -3.15 0.05
C -1.31 3.03 -0.84
N 7.88 1.53 0.85
H -4.59 -2.01 0.49
C -3.10 -4.10 -0.34
H -1.33 -2.66 -3.55
S 0.51 -2.45 -0.41
H -2.64 -3.55 2.98
N 1.23 0.02 4.32
C -1.76 -1.96 -4.29
C -1.44 1.34 -2.51
H -0.95 3.41 0.11
C -2.29 2.15 -3.25
C -3.06 -0.63 0.76
H -0.92 1.45 4.56
H -0.65 -2.62 1.98
H -3.78 -4.48 -1.08
C 3.78 0.45 1.38
O 1.97 2.62 0.58
H -1.50 2.41 2.08
H 1.89 0.86 -2.28
H -2.68 1.78 -4.20
C -0.91 1.76 -1.27
O 2.57 0.14 1.61
H 1.89 -0.97 -1.98
C 3.18 2.78 0.65
H -2.60 -2.45 -4.78
H -0.68 -0.64 -2.22
H 3.09 0.11 -1.09
C -3.41 -4.09 1.01
H -3.33 4.02 -3.37
H 3.59 3.79 0.44
N -1.27 -3.18 1.41
C 4.84 -0.50 1.57
O 8.14 2.68 0.56
H -5.10 -0.30 0.47
C -2.17 3.85 -1.57
H -4.10 -1.49 -3.22
C 5.51 2.11 0.80
H 4.55 -1.50 1.84
H 1.35 0.88 4.83
C -4.45 -1.03 0.94
C -3.26 -1.01 -2.71
O 0.12 -0.97 2.64
C 4.16 1.77 0.96
H -1.87 0.45 3.44
C 0.16 -0.09 3.50
```

Results
E_LUMO (alpha / beta): 1.260 / 0.815 eV
Expectation value of S²: 12.75
HOMO-LUMO gap (alpha / beta): 4.188 / 3.047 eV
Multiplicity: 7
ΔE to the lowest compared entry with this formula, charge and spin: 330.32 kJ/mol
Charge: -1

The Löwdin scheme yields these atomic charges, measured in e: H 0.1009; C -0.1301; C -0.1570; H 0.1238; C -0.1714; N 0.0738; O 0.0399; H 0.0792; C -0.0353; H 0.1051; H 0.0822; H 0.0502; N 0.1730; N -0.2571; H 0.0794; C -0.1995; C -0.2565; C -0.2970; H 0.1124; H 0.1235; C -0.0053; H 0.0108; Tb 1.3127; H 0.0866; C -0.8246; C -0.1666; N -0.3748; H 0.0560; C -0.0820; H 0.0749; S 0.6065; H 0.1284; N 0.1864; C -0.1180; C -0.2786; H 0.0619; C -0.0849; C -0.2025; H 0.0876; H 0.0789; H 0.1096; C -0.3794; O -0.0632; H 0.0011; H -0.0232; H 0.0981; C -0.2202; O -0.1775; H -0.0872; C -0.1858; H 0.0723; H 0.0585; H -0.0433; C -0.1136; H 0.0812; H 0.1294; N 0.0804; C 0.0093; O 0.0405; H 0.0915; C -0.1309; H 0.0778; C 0.0388; H 0.1159; H 0.1033; C -0.0386; C -0.1080; O -0.1164; C -0.1242; H 0.0886; C -0.5775